No. 1
A cluster of 6 separate species, C25H50BrN6O8 in total. Source: OMol25; level of theory: wB97M-V/def2-TZVPD.

```
90
C25H50BrN6O8 (wB97M-V/def2-TZVPD)
C 2.373 -2.634 -3.812
H 2.435 0.577 6.047
H -1.001 -1.828 7.995
O -2.581 1.726 -2.616
N 0.917 0.442 1.373
H 0.439 -0.047 9.653
O -3.662 1.294 -4.501
H -1.959 4.272 0.937
H -0.119 1.532 -2.735
H -1.207 -0.618 9.976
C 0.889 1.202 2.634
H 1.514 3.578 -5.511
H 0.159 -1.759 10.016
H -4.846 2.600 -1.803
H -1.159 2.893 -4.882
O -4.338 4.495 3.702
C -0.277 2.803 -5.511
H -5.545 1.111 -2.437
H 3.356 -2.608 -4.262
C -1.658 2.153 0.741
O 3.122 -3.051 -7.397
C 0.335 -3.834 -3.404
H -0.478 0.208 -3.771
H 1.551 2.055 2.565
C -1.978 0.476 -2.316
H -1.077 -2.630 -2.310
O -0.509 -7.039 -3.499
H -1.201 3.517 2.383
H 1.461 -6.974 -4.196
H 1.896 -1.648 -8.335
C -0.509 0.518 -2.734
C -5.750 4.379 3.524
O 3.991 0.175 2.321
H -0.102 1.628 2.752
H 1.758 -1.447 6.833
H 0.498 -0.569 3.732
C 3.503 0.635 3.301
C -0.088 -2.680 -2.744
H -6.017 4.371 2.464
H 2.019 -4.639 -4.500
C 2.895 -0.213 5.446
H -6.278 5.195 4.022
H -0.292 -4.706 -3.481
Br 0.944 3.522 0.302
H -2.888 3.291 2.032
H 3.650 -3.186 -8.188
N 1.337 -1.203 -0.025
C 2.549 -1.748 -7.464
H 2.143 -2.220 5.257
C 3.927 2.000 3.786
N 1.981 -1.537 -3.163
C 0.644 -0.266 -0.673
C -1.908 3.395 1.573
H 0.058 1.761 -5.512
C 1.621 -3.800 -3.955
H 1.956 -1.613 -6.562
C -0.305 2.052 -0.038
H 3.509 2.260 4.752
C 0.519 -7.498 -4.378
O 0.729 3.650 -4.962
C -4.994 2.009 -2.700
H -0.225 -7.224 -2.599
H 3.324 -0.979 -7.498
H -0.536 3.099 -6.530
H 0.682 -8.572 -4.266
H -4.066 5.331 3.314
H -2.438 2.022 0.001
H -0.515 2.197 -1.081
C -3.725 1.639 -3.375
H 0.760 0.843 4.707
C 2.496 -1.575 6.053
H -1.692 1.274 1.383
H 3.699 2.738 3.026
H 5.008 1.966 3.893
H -2.103 0.196 -1.270
H -6.057 3.438 3.972
H -2.454 -0.311 -2.900
H 3.968 -0.090 5.546
N 0.300 -0.403 -1.963
H 3.378 -2.034 6.489
N 0.369 0.791 0.152
H 0.192 -7.296 -5.395
C 0.762 -1.587 -2.642
C 1.484 -0.738 1.202
C -0.250 -0.877 9.520
N 2.518 -0.109 4.035
O -0.391 -1.095 8.115
C 1.134 0.313 3.829
H 2.034 -1.295 1.940
H -5.607 2.562 -3.402
```

Values from the calculation:
total energy: -4486.71828 hartree
lowest unoccupied orbital energy: -2.203 eV
charge: +1

=====

No. 2
A structure of composition C25H50Cl2IrO3P2S. Source: OMol25; level of theory: wB97M-V/def2-TZVPD.

```
84
C25H50Cl2IrO3P2S (wB97M-V/def2-TZVPD)
H 1.178 4.420 5.112
H 1.971 1.143 5.780
H 1.466 -1.647 -7.188
S 0.134 -2.673 0.510
C 0.515 4.100 2.482
C -0.858 -3.650 6.363
C -1.838 -3.279 4.068
O 1.235 -3.516 0.121
H 1.868 -2.002 -4.601
H -1.021 -0.879 4.778
H -0.685 3.057 -4.086
H -2.799 -3.123 4.553
H -2.673 -0.278 4.812
C -0.984 -1.936 -5.695
H -2.120 3.143 3.548
C 0.910 3.031 3.496
C -1.690 -3.023 2.695
C 2.016 -0.703 -7.105
H -1.649 -4.307 6.771
H -2.515 -2.652 2.087
C -2.406 0.103 -6.090
H -0.936 1.553 5.111
C 0.081 2.334 -7.422
H 0.863 3.831 1.483
C 1.621 0.306 3.798
H -0.629 -0.425 -7.221
O -0.970 -2.467 -0.386
P 0.269 1.337 3.021
Ir 0.160 0.772 0.860
C -1.245 1.198 4.110
H 1.195 -4.549 4.788
H -1.722 -2.505 -6.274
H -1.929 -0.642 3.255
C -2.383 2.086 3.605
C -0.419 -3.231 2.126
C 2.447 -1.070 -4.633
H -0.568 4.245 2.443
H 2.483 -0.525 5.539
C -0.991 -0.480 -6.179
H 3.076 -0.917 -7.295
H 0.865 2.794 5.701
H 1.689 -1.138 2.211
C -0.819 3.115 -5.173
C -1.730 -0.235 4.250
H 2.000 2.875 3.425
H 2.521 0.814 -5.668
H 1.219 2.605 -5.623
H -1.269 -1.991 -4.635
P 0.221 0.519 -5.153
H 0.893 1.823 -7.949
H -1.846 2.818 -5.413
C 0.394 -4.105 4.221
H -2.506 1.081 -6.573
C -0.767 -3.670 4.863
H 2.311 -1.783 3.679
H -0.687 4.157 -5.485
H -0.876 1.940 -7.779
Cl -2.103 0.427 0.823
H 0.781 -0.181 5.752
H 1.477 -4.218 2.347
H -1.079 -2.637 6.748
H -3.253 1.974 4.264
Cl 0.670 0.984 -1.357
C 0.597 3.510 4.922
H 0.977 5.054 2.759
O 0.641 -1.186 0.919
C 0.213 2.242 -5.902
H -2.678 1.738 2.609
H 1.670 -0.026 -7.892
H 0.129 3.397 -7.694
H 1.387 1.768 1.115
H -2.721 0.198 -5.042
H -0.014 -2.433 -5.813
H 3.485 -1.326 -4.877
C 1.701 0.204 5.310
H 2.535 0.772 3.378
H 0.554 -1.548 3.504
H -0.457 3.777 5.040
H 0.090 -3.955 6.830
C 1.536 -1.109 3.283
H 2.423 -0.615 -3.636
C 1.910 -0.105 -5.701
H -3.102 -0.584 -6.589
C 0.557 -3.920 2.859
```

Values from the calculation:
spin multiplicity: 6
total energy: -3313.67525 hartree
lowest unoccupied orbital energy (alpha / beta): 0.244 / -3.153 eV
<S²>: 8.81

=====

No. 3
A cluster of 9 separate species, C25H50Cl2O24 in total. Source: OMol25; level of theory: wB97M-V/def2-TZVPD.

```
101
C25H50Cl2O24 (wB97M-V/def2-TZVPD)
C 4.962 -1.029 -2.744
H 2.750 -0.417 -6.101
C 1.140 -0.255 -2.558
H 4.683 3.980 -2.876
H -3.467 3.317 2.251
H 0.515 5.921 5.259
C -3.403 -2.457 0.105
H -2.956 3.792 -5.285
C 4.123 -2.227 1.382
H -1.725 -0.973 -3.484
H -0.927 1.014 2.370
O -0.539 4.943 3.800
H -0.597 -1.066 5.312
H -1.036 -0.711 2.319
O -1.468 3.583 2.411
H 0.566 -0.007 2.412
H -3.322 -4.688 1.561
C -3.573 -0.241 -0.569
C -8.286 -1.589 6.070
O -3.880 -3.677 -0.168
H 4.263 -1.794 -2.404
H -3.934 -0.944 2.739
H -3.356 0.183 0.412
Cl 5.130 -0.744 1.159
H -2.311 -4.963 0.158
H 2.609 1.179 -6.930
H -4.027 4.347 -4.006
O 1.361 -0.454 5.040
O 3.372 0.286 4.768
H -8.121 -2.081 7.029
O -1.644 1.458 -3.488
O -3.932 -1.558 -0.721
O -2.361 5.709 2.695
H 5.197 0.530 5.671
H -9.004 -0.778 6.195
O -5.391 -1.093 4.155
H -2.468 2.009 1.559
H -5.058 -2.278 2.420
C -1.490 4.882 2.875
H -2.671 3.590 0.744
O 3.006 -2.003 4.888
O 5.199 -1.778 -5.388
H 5.196 0.784 3.883
C 5.998 -2.118 -4.473
O -3.438 0.193 -3.897
O 6.990 -2.984 -4.618
C -2.706 -1.029 -3.957
O 2.985 1.148 -4.847
C 0.520 -0.274 -0.199
O -7.022 -1.133 5.505
C -3.340 -4.797 0.477
H 7.465 -2.956 -6.654
C 3.616 3.815 -2.721
C -0.426 0.127 1.982
H 0.634 -0.052 -3.502
H -0.380 6.995 4.132
O 1.676 -0.454 0.169
C -2.797 1.394 -3.776
C 3.288 2.458 -4.611
C -3.208 3.664 -4.232
H -2.320 3.862 -3.633
C 7.237 -3.615 -5.816
O 3.449 3.348 -5.462
H -2.652 -0.072 -1.128
H 4.191 0.661 -6.470
C 3.143 0.597 -6.179
H 8.079 -4.307 -5.817
H 6.327 -4.112 -6.153
H 5.137 -0.802 4.461
C -4.531 -1.730 3.201
H -3.981 -5.648 0.245
H 3.462 3.800 -1.642
H 1.946 0.477 -2.502
H 3.082 -1.905 1.345
C 4.795 0.202 4.712
C -2.553 3.086 1.703
O -3.688 2.340 -4.029
H 4.553 -0.320 -3.463
O -0.512 0.094 0.552
H -3.705 -2.320 3.600
H 5.194 -0.438 -1.858
C -0.404 6.058 4.689
O -2.647 -2.172 0.986
C -6.346 -1.852 4.658
H 4.243 -2.646 2.381
H 0.272 -2.096 4.185
H -1.313 6.060 5.291
H 0.541 -2.248 5.951
H -3.185 -1.892 -3.496
H 1.635 -1.226 -2.536
O -6.587 -3.030 4.256
H -8.689 -2.391 5.451
O 0.169 -0.124 -1.513
C 2.607 -0.864 4.837
O 6.074 -1.740 -3.209
H 2.926 4.554 -3.127
O 3.252 2.587 -3.316
C 0.358 -1.557 5.128
H -4.239 0.444 -1.093
Cl 4.323 -3.507 0.139
H -2.626 -1.254 -5.021
```

Values from the calculation:
total energy: -3708.68121 hartree
lowest unoccupied orbital energy: 0.396 eV
SMILES: COC(=O)OC.COC(=O)OC.COC(=O)OC.COC(=O)OC.COC(=O)OC.COC(=O)OC.COC(=O)OC.COC(=O)OC.ClCCl

=====

No. 4
A cluster of 2 separate species, C25H50IO3S in total. Source: OMol25; level of theory: wB97M-V/def2-TZVPD.

```
80
C25H50IO3S (wB97M-V/def2-TZVPD)
H -1.598 -3.910 1.501
H -1.581 6.663 -0.187
H 2.053 5.029 -7.750
C 1.868 3.214 -0.942
H -0.252 2.425 -0.734
C 1.417 5.152 -6.873
H -0.292 -3.178 2.504
H -1.627 5.747 1.367
H 1.834 -8.558 3.475
C -1.333 -3.589 2.535
H 0.446 5.538 -7.188
H 0.990 4.691 2.162
H 3.492 -5.905 3.774
H 0.347 -1.086 -0.967
C 1.261 3.848 -6.123
C 2.780 -7.982 3.507
H -3.558 -0.547 -1.445
C -2.314 -2.439 2.979
H -1.715 -5.720 2.920
H -0.139 3.589 1.349
C -0.051 -0.040 -0.991
C 0.263 5.559 0.304
C 3.763 -8.744 4.466
C -1.422 -0.012 -1.750
H -1.878 3.529 0.136
C -0.336 2.733 -5.005
C -2.619 -0.494 -0.858
H -3.162 4.704 -0.187
H -3.919 -1.277 1.226
O 0.059 1.909 -6.007
C -1.920 -1.098 2.236
I 4.166 -10.763 3.760
H -0.158 0.345 0.053
C 2.574 -6.493 3.969
H 1.861 5.910 -6.227
C -1.456 -4.821 3.526
H 2.771 2.598 -1.177
C -2.891 0.459 0.382
H 2.865 3.972 0.910
C -1.300 5.700 0.299
H 1.719 -4.570 2.439
C 1.907 3.493 0.593
H -3.351 -2.757 2.730
H -1.427 -0.383 2.936
H -3.714 0.157 2.368
H 0.339 2.790 -2.436
C 0.744 2.715 -6.967
H 1.963 4.141 -1.554
C -2.074 4.512 -0.356
H 1.545 2.151 -7.443
H 3.275 -7.966 2.509
C 1.025 0.879 -1.683
H -1.189 -1.282 1.409
H -2.011 1.098 0.605
H 1.889 2.496 1.104
H -2.374 -1.518 -0.479
H 2.202 3.581 -5.631
H 0.284 -4.038 4.615
H 0.029 3.034 -7.730
H -1.636 0.979 -2.214
H 2.369 -6.456 5.065
H 4.741 -8.220 4.544
C -3.228 -0.491 1.607
O -1.097 2.429 -4.143
H -1.864 4.363 -1.437
H -3.769 1.107 0.166
H -2.206 -4.624 4.316
O 0.248 3.952 -5.115
H 0.659 6.455 0.844
S 1.175 -5.690 3.043
C 0.614 2.395 -1.422
H 0.700 5.595 -0.713
H -1.337 -0.740 -2.589
H 2.003 0.638 -1.203
C 0.685 4.309 1.156
H -0.219 -5.739 5.091
H 1.074 0.638 -2.765
C -0.064 -5.026 4.249
H 3.325 -8.812 5.487
H -2.247 -2.253 4.075
```

Values from the calculation:
total energy: -1903.85166 hartree
lowest unoccupied orbital energy: -3.345 eV
charge: +1

=====

No. 5
A structure of composition C25H51BClN5OS2. Source: OMol25; level of theory: wB97M-V/def2-TZVPD.

```
86
C25H51BClN5OS2 (wB97M-V/def2-TZVPD)
N -0.167 -0.429 1.413
H 1.413 -0.242 2.743
H -2.113 2.656 1.826
C 7.403 0.921 -1.710
H -3.865 -6.509 -5.389
H -3.081 -5.976 -0.418
C 2.258 -1.117 0.985
C -3.416 -2.179 -2.571
Cl -6.106 5.758 2.903
C -0.657 -1.757 1.738
H 9.484 1.094 -2.234
H -2.425 -5.527 -1.984
C -4.319 7.675 3.311
H -0.909 -3.095 3.406
H -1.771 0.098 0.216
C -4.552 -5.066 -1.707
H -4.963 -6.071 -1.845
H 2.004 -2.171 1.105
H -3.535 -1.099 -2.690
N -0.717 8.116 3.093
C -4.044 -4.791 -4.104
C -4.325 -6.251 -4.434
H -5.210 -2.451 -3.706
C -4.533 2.989 3.040
H 8.670 -0.269 -3.006
O -2.658 3.292 1.332
C -0.290 -0.658 -1.132
C 8.745 0.306 -2.081
H -3.038 -2.348 -1.563
C 4.638 1.415 -0.410
C -4.762 -2.870 -2.799
C 6.794 -0.881 0.712
H 2.363 -0.902 -0.078
S -1.114 9.612 3.545
H -5.445 -2.586 -1.993
H 7.145 -1.791 1.206
H -0.462 -1.733 -1.054
H 5.407 2.155 -0.181
C -3.297 5.470 2.647
H 7.569 -0.125 0.847
H -0.390 1.134 0.047
C -0.404 -2.153 3.187
H -2.958 -4.650 -4.002
C 5.001 0.559 -1.626
H 9.126 -0.349 -1.295
C -0.677 0.083 0.149
H -2.738 -4.289 -0.757
H 3.713 1.962 -0.612
C -3.114 -5.212 -1.199
H -0.790 -1.397 3.873
C 1.246 -0.190 1.662
H -5.397 -6.434 -4.516
N 6.322 -0.048 -1.661
H 7.349 -1.775 -1.149
H -4.357 -4.198 -4.968
H -4.073 2.021 3.298
N -4.767 -4.319 -2.936
H 0.659 -2.298 3.391
H 0.416 5.552 3.192
C -1.861 7.400 3.017
H 4.461 0.807 0.476
H 1.485 0.845 1.402
H -0.232 -2.527 1.077
C 6.517 -1.177 -0.765
H 4.899 1.181 -2.522
B -3.461 3.929 2.289
H 5.898 -0.558 1.242
S -0.516 5.089 2.307
C -2.010 6.000 2.673
H 0.752 -0.487 -1.404
H -1.740 -1.774 1.582
H -5.393 2.902 2.348
H 7.165 1.666 -2.475
H 5.651 -1.842 -0.835
H -3.913 -6.927 -3.682
H 4.246 -0.225 -1.742
C -4.432 6.353 2.960
H -2.659 -2.502 -3.289
N -2.763 9.539 3.655
H 3.243 -0.972 1.437
H -5.207 8.266 3.560
H 7.510 1.468 -0.761
H -5.165 -4.630 -0.913
H -4.871 3.553 3.931
H -0.900 -0.293 -1.962
C -2.992 8.255 3.340
```

Values from the calculation:
total energy: -2613.59225 hartree
lowest unoccupied orbital energy: -1.089 eV